Record 1
ORCA calculation (ωB97M-V/def2-TZVPD) on a 4-piece molecular cluster, C27H31F9N5O8PS2 overall.

The geometry in XYZ format:
```
83
Properties=species:S:1:pos:R:3:lowdin_charge:R:1
S -3.669 -1.088 0.216 0.711
S -4.192 -3.811 -0.592 0.926
P 3.284 -0.443 -0.513 0.539
F -0.658 1.189 8.905 0.164
F -2.998 5.216 1.606 0.168
F -0.572 2.660 7.326 0.158
F 9.530 4.299 -2.135 0.161
F -3.303 3.402 0.501 0.173
F 11.314 3.742 -3.209 0.168
F -3.259 3.351 2.654 0.156
F 10.885 2.837 -1.304 0.161
F -1.834 2.989 9.039 0.172
O -0.650 2.863 0.818 0.157
O 3.519 -1.238 0.888 -0.147
O -2.090 0.650 6.446 0.030
O 9.584 1.941 -4.331 0.169
O -0.572 4.427 2.430 0.039
O 3.015 1.142 -0.155 -0.174
O -3.694 1.375 7.841 0.175
O 8.789 1.502 -2.278 0.032
N -7.902 -0.462 -0.622 0.072
N 4.500 -0.572 -1.465 -0.164
N 1.749 -2.084 -2.063 0.151
N -5.989 -1.633 -0.875 -0.131
N -0.723 -0.654 -1.384 0.141
C -6.700 -1.755 -2.071 -0.081
C -4.919 -4.610 -2.056 -0.457
C -6.774 -0.838 -0.090 -0.218
C -2.553 1.340 7.485 -0.394
C -3.833 -5.041 -3.089 -0.235
C -2.695 3.912 1.570 -0.535
C 0.526 -2.452 -2.534 -0.204
C -3.815 0.773 4.734 -0.056
C -0.667 -1.766 -2.184 -0.190
C 0.484 -0.337 -0.950 -0.101
C 8.755 -0.818 -3.011 -0.058
C -1.969 -3.389 -3.538 -0.215
C -3.065 -0.110 5.708 -0.194
C 0.453 -3.581 -3.414 -0.007
C -0.735 -4.045 -3.909 -0.026
C 0.854 4.264 2.536 -0.196
C -1.397 2.055 8.195 -0.539
C -4.722 -2.125 -0.464 -1.067
C 10.329 3.265 -2.447 -0.539
C 1.700 -1.041 -1.262 -0.283
C 1.572 5.036 1.448 -0.057
C -1.902 -2.282 -2.721 0.001
C -7.868 -1.058 -1.894 -0.124
C -3.354 -3.879 -4.029 -0.129
C -1.184 3.662 1.534 -0.388
C 7.958 0.453 -2.813 -0.195
C 9.544 2.155 -3.156 -0.398
H -4.017 -2.999 -3.975 0.104
H 1.354 -4.131 -3.711 0.120
H -0.788 -4.916 -4.569 0.118
H -5.375 -5.555 -1.700 0.077
H 1.275 6.085 1.466 0.086
H 2.692 -1.604 1.242 0.076
H 9.245 -1.111 -2.081 0.084
H 8.106 -1.628 -3.340 0.085
H 1.323 4.648 0.460 0.078
H 2.499 1.223 0.663 0.061
H 2.652 4.971 1.582 0.085
H -4.496 0.181 4.122 0.083
H -3.742 -0.627 6.387 0.126
H -8.684 -0.944 -2.607 0.101
H -2.948 -5.419 -2.546 0.104
H -6.574 -0.475 0.919 0.124
H -3.122 1.299 4.077 0.066
H -2.510 -0.873 5.163 0.124
H 7.479 0.776 -3.737 0.128
H -6.371 -2.296 -2.952 0.098
H 4.824 0.391 -1.590 -0.022
H -5.730 -4.055 -2.540 0.054
H 0.565 0.533 -0.282 0.094
H 9.540 -0.678 -3.756 0.076
H 1.119 3.206 2.521 0.117
H -4.396 1.530 5.261 0.082
H -3.259 -4.196 -5.082 0.116
H 7.170 0.280 -2.082 0.103
H 1.134 4.654 3.513 0.128
H -4.220 -5.892 -3.681 0.111
H -2.836 -1.772 -2.466 0.088
```

Properties
SMILES: N=P(O)(O)c1cnc2cc(CCCSC(=S)n3ccnc3)ccc2n1.CCOC(=O)C(F)(F)F.CCOC(=O)C(F)(F)F.CCOC(=O)C(F)(F)F
E_LUMO in eV: -0.94
HOMO in eV: -9.02
Total charge: 0
Strongest force on any atom in Eh/bohr: 0.0416
Orbital gap in eV: 8.08

---

Record 2
ORCA calculation (ωB97M-V/def2-TZVPD) on C44H33Br2N12O4W as an isolated structure.

The geometry in XYZ format:
```
96
Properties=species:S:1:pos:R:3:lowdin_charge:R:1
W 0.534 0.807 -0.047 1.803
Br 6.876 -0.010 -4.922 0.753
Br -4.169 1.858 8.065 0.755
O 2.520 0.199 -1.584 -0.078
O 2.430 2.232 -0.799 -0.072
O 2.083 0.268 0.969 -0.252
O -3.334 2.378 -0.754 0.081
N -1.398 1.559 0.185 -0.134
N 6.086 3.224 -2.503 0.081
N 1.478 -1.574 6.094 0.081
N -0.215 -0.432 1.640 0.008
N -1.538 -3.929 -4.175 -0.057
N -0.185 -1.144 -1.077 0.000
N -0.119 1.588 -2.046 0.008
N 0.525 -1.735 6.885 0.086
N -0.989 -2.937 -2.074 -0.004
N -0.749 -4.927 -4.654 0.056
N 0.575 2.409 1.454 -0.012
N -0.682 -4.877 -5.904 0.079
C -1.709 -1.646 3.078 -0.014
C -2.136 2.029 -3.351 0.007
C -1.430 2.029 -4.536 -0.018
C -0.582 2.705 2.103 -0.216
C -0.545 0.437 6.653 -0.010
C -1.850 -3.864 -2.783 -0.058
C 4.922 0.749 -2.979 -0.042
C -3.043 -1.615 -6.638 -0.076
C 1.715 2.949 1.947 -0.087
C 3.056 1.330 -1.428 -0.625
C -1.719 -3.380 -7.648 0.002
C 0.549 4.045 3.725 -0.027
C -2.630 -0.542 8.222 -0.115
C -1.274 -1.700 -1.612 -0.299
C 0.747 -0.574 2.628 -0.127
C -1.435 -3.831 -6.360 -0.214
C 0.494 -1.158 3.899 -0.073
C -2.195 1.945 -0.861 -0.510
C 5.003 2.859 -1.846 -0.071
C 6.601 2.408 -3.399 -0.170
C 4.360 1.639 -2.065 -0.108
C -2.533 -2.277 -7.762 -0.077
C -1.995 -3.184 -5.230 -0.153
C -2.668 0.749 7.705 -0.672
C -1.480 1.806 -2.147 -0.182
C 6.066 1.146 -3.652 -0.649
C -0.040 1.870 -4.449 -0.015
C 0.555 1.672 -3.227 -0.070
C 0.329 -3.191 -1.811 -0.019
C 2.888 -0.783 4.393 0.012
C 2.030 -0.168 2.237 -0.278
C 0.818 -2.090 -1.186 -0.095
C 1.737 3.761 3.059 -0.027
C -1.814 2.115 1.469 -0.125
C -1.420 -0.990 1.906 -0.110
C -2.652 -1.147 -1.592 0.013
C 1.593 -1.161 4.848 -0.231
C -0.506 -0.893 7.126 -0.298
C 3.112 -0.297 3.135 0.022
C -0.751 -1.736 4.097 0.034
C -1.624 1.242 6.929 -0.124
C -1.565 -1.360 7.932 -0.001
C -0.628 3.492 3.237 -0.003
C -2.788 -2.053 -5.357 -0.018
H -2.575 2.888 1.283 0.137
H -2.795 -1.907 -8.741 0.107
H -3.195 -1.544 -4.496 0.084
H 0.293 0.826 6.092 0.114
H 1.812 -1.903 -0.817 0.105
H 2.672 4.174 3.398 0.115
H -1.677 -4.867 -2.375 0.150
H -3.012 -0.900 -2.591 0.070
H -1.918 2.192 -5.482 0.117
H -2.689 -0.240 -0.995 0.052
H -1.660 2.251 6.550 0.096
H -1.532 -2.375 8.298 0.119
H 7.466 2.772 -3.937 0.110
H 4.101 0.001 2.825 0.126
H -1.319 -3.885 -8.511 0.119
H -3.654 -0.737 -6.777 0.106
H -2.260 1.364 2.138 0.122
H 0.539 4.697 4.582 0.116
H 3.696 -0.866 5.103 0.122
H 1.633 1.593 -3.191 0.105
H -2.173 -0.895 1.133 0.106
H 4.620 3.563 -1.121 0.121
H 0.576 1.919 -5.333 0.119
H -3.435 -0.895 8.850 0.107
H -0.973 -2.283 4.998 0.117
H -2.687 -2.078 3.216 0.116
H -3.199 2.213 -3.319 0.129
H -1.581 3.678 3.709 0.124
H 0.788 -4.117 -2.090 0.129
H 2.624 2.725 1.399 0.112
H -2.897 -3.579 -2.643 0.143
H 4.457 -0.210 -3.159 0.118
H -3.337 -1.874 -1.155 0.100
```

Properties
ΔE to the lowest compared entry with this formula, charge and spin in eV: 1.746
E_LUMO (alpha / beta) in eV: -3.89 / -3.91
HOMO (alpha / beta) in eV: -9.19 / -9.20
Total charge: +1
Strongest force on any atom in Eh/bohr: 0.0619
Orbital gap (alpha / beta) in eV: 5.30 / 5.29

---

Record 3
ORCA calculation (ωB97M-V/def2-TZVPD) on C52H48As2N3O14Sc as an isolated structure.

The geometry in XYZ format:
```
120
Properties=species:S:1:pos:R:3:lowdin_charge:R:1
As -0.924 -2.185 0.391 1.345
As -3.053 -4.274 -1.497 1.319
Sc 0.335 1.138 -0.091 0.984
O -4.725 0.675 -3.662 0.120
O -1.603 0.524 -0.432 -0.157
O -2.794 -7.014 -0.057 0.086
O 0.737 -2.290 -3.174 0.149
O 2.202 0.850 0.286 -0.235
O -0.568 -6.899 0.272 -0.030
O 1.280 -4.509 1.331 0.116
O 0.732 -0.484 -1.847 -0.154
O -0.050 2.975 0.147 -0.228
O -4.061 1.517 -5.597 0.097
O -0.305 -5.131 2.727 -0.013
O -3.646 0.415 -1.297 0.070
O -1.709 -1.407 -4.167 0.137
O -3.257 -3.036 -4.181 -0.087
N -0.467 2.384 -3.761 0.047
N 0.265 0.944 2.210 0.114
N -0.678 1.851 -2.554 0.094
C -1.473 2.645 2.052 -0.039
C -1.712 -4.899 -0.182 -0.312
C -2.507 -5.562 -2.883 -0.266
C -2.878 5.136 -1.822 -0.071
C -0.414 5.985 2.080 -0.015
C -4.214 5.303 0.154 -0.076
C 0.200 -1.656 -2.308 -0.490
C 0.403 6.859 2.788 -0.080
C -1.857 4.558 -1.082 -0.021
C -3.741 -2.544 -5.444 0.000
C 3.175 -2.283 -0.078 -0.025
C -1.925 1.407 -2.579 -0.138
C 0.106 -4.642 1.543 -0.538
C 1.266 0.318 2.862 -0.220
C -0.556 -8.303 0.566 -0.013
C -3.841 1.295 -4.432 -0.509
C 4.764 -0.588 -0.651 -0.027
C 3.679 -1.001 0.121 -0.137
C 6.009 2.352 3.122 -0.091
C -2.458 0.734 -1.359 -0.514
C 2.101 5.177 2.907 -0.065
C -0.467 1.873 2.848 -0.241
C -3.192 4.725 0.891 -0.046
C 1.286 4.311 2.202 -0.022
C 3.724 -3.120 -1.042 -0.065
C 4.979 0.235 2.645 -0.033
C -2.797 -1.951 0.899 -0.266
C 4.789 -2.690 -1.817 -0.089
C -2.001 4.335 0.281 -0.151
C 4.077 0.849 1.778 -0.161
C -0.978 -2.206 -1.563 -0.274
C -1.677 -5.073 3.113 -0.029
C 1.877 -0.069 -2.633 -0.015
C -2.530 1.661 -3.829 -0.051
C 1.658 6.459 3.211 -0.091
C -0.269 2.150 4.195 -0.005
C 3.014 0.018 1.052 -0.438
C 4.159 2.220 1.588 -0.025
C -4.064 5.505 -1.210 -0.087
C 0.010 4.695 1.790 -0.115
C 1.518 0.576 4.203 0.006
C -2.254 -2.342 -3.640 -0.497
C 2.106 -0.667 2.105 -0.064
C 5.935 0.978 3.314 -0.078
C 0.733 1.493 4.879 -0.029
C -1.548 2.298 -4.556 0.014
C 5.313 -1.420 -1.612 -0.081
C -1.770 -6.376 0.011 -0.570
C -0.918 -4.139 0.574 -0.297
C -1.969 -2.791 -2.235 -0.275
C -0.853 3.674 1.048 -0.425
C 5.122 2.968 2.256 -0.080
H -2.088 1.956 1.464 0.126
H -3.026 -2.793 -6.228 0.103
H 3.313 -4.111 -1.177 0.109
H 0.417 2.822 -3.962 0.169
H -3.418 -2.808 0.644 -0.013
H 2.702 -1.249 2.812 0.129
H 5.177 0.401 -0.503 0.123
H -1.973 -4.039 3.300 0.094
H 6.150 -1.076 -2.204 0.102
H 3.086 4.850 3.213 0.091
H -1.737 -5.641 4.038 0.100
H 1.575 0.007 -3.677 0.107
H -4.684 -3.056 -5.607 0.098
H 6.758 2.933 3.642 0.099
H -0.933 4.263 -1.557 0.102
H -2.133 3.157 2.753 0.117
H 0.917 1.706 5.924 0.114
H -1.561 2.658 -5.567 0.141
H -3.132 -5.411 -3.757 0.019
H -0.947 -8.868 -0.278 0.098
H 3.466 2.697 0.910 0.109
H 2.355 -2.670 0.516 0.072
H 2.187 0.892 -2.226 0.089
H 0.485 -8.548 0.751 0.099
H 2.680 -0.795 -2.515 0.087
H -3.192 -1.048 0.449 0.008
H 4.946 -0.840 2.779 0.121
H -4.385 0.559 -2.730 0.062
H 5.214 -3.340 -2.569 0.101
H 1.663 3.330 1.944 0.093
H 6.629 0.485 3.982 0.101
H 5.177 4.036 2.092 0.100
H -1.458 -5.434 -3.146 0.050
H -2.746 5.292 -2.885 0.102
H -3.335 4.590 1.954 0.110
H -0.879 2.902 4.676 0.122
H -5.133 5.590 0.648 0.102
H 0.053 7.861 2.997 0.101
H -1.383 6.328 1.748 0.107
H 2.294 7.140 3.760 0.099
H -3.887 -1.467 -5.402 0.085
H -4.865 5.944 -1.788 0.101
H 2.333 0.062 4.691 0.118
H -2.680 -6.558 -2.481 0.021
H -2.340 -5.517 2.371 0.088
H -1.164 -8.504 1.448 0.100
H -2.786 -1.840 1.986 0.030
H 1.434 -1.363 1.600 0.043
```

Properties
ΔE to the lowest compared entry with this formula, charge and spin in eV: 0.000
E_LUMO in eV: -0.56
HOMO in eV: -8.88
Total charge: 0
Strongest force on any atom in Eh/bohr: 0.0090
Orbital gap in eV: 8.32

---

Record 4
ORCA calculation (ωB97M-V/def2-TZVPD) on a single C3H5FO2S molecule.

The geometry in XYZ format:
```
12
Properties=species:S:1:pos:R:3:lowdin_charge:R:1
S -1.017 0.674 0.796 0.886
F -1.307 -2.256 0.979 0.008
O -1.159 1.196 -0.717 -0.669
O 0.975 -2.165 2.525 0.090
C 0.779 -1.371 1.658 -0.338
C 0.015 1.675 -1.544 -0.079
C -0.339 -1.361 0.705 -0.390
H -0.272 2.657 -1.940 0.080
H -0.171 -1.253 -0.391 0.118
H 0.906 1.788 -0.951 0.067
H -0.007 1.003 -2.413 0.086
H 1.596 -0.587 1.293 0.141
```

Properties
SMILES: COS[C@H](F)C=O
ΔE to the lowest compared entry with this formula, charge and spin in eV: 2.690
E_LUMO in eV: -0.13
HOMO in eV: -9.33
Total charge: 0
Strongest force on any atom in Eh/bohr: 0.0694
Orbital gap in eV: 9.20

---

Record 5
ORCA calculation (ωB97M-V/def2-TZVPD) on a 2-piece molecular cluster, C2H2ClN3O overall.

The geometry in XYZ format:
```
9
Properties=species:S:1:pos:R:3:lowdin_charge:R:1
Cl 0.373 2.236 0.926 0.595
O 2.546 -1.128 -1.252 0.124
N -0.476 0.802 0.595 -0.425
N -2.207 0.402 -1.044 0.206
N 1.228 -1.197 0.678 0.183
C -1.347 0.676 -0.252 -0.378
C 1.989 -0.976 -0.223 -0.408
H -3.052 -0.043 -0.956 0.050
H 0.946 -0.771 1.528 0.054
```

Properties
SMILES: N=C=NCl.N=C=O
ΔE to the lowest compared entry with this formula, charge and spin in eV: 1.610
E_LUMO in eV: -0.14
HOMO in eV: -9.83
Total charge: 0
Strongest force on any atom in Eh/bohr: 0.0591
Orbital gap in eV: 9.69

---

Record 6
ORCA calculation (ωB97M-V/def2-TZVPD) on C11H16Cl4GeHgO2PS2 as an isolated structure.

The geometry in XYZ format:
```
38
Properties=species:S:1:pos:R:3:lowdin_charge:R:1
Hg 0.470 -0.717 -2.521 0.453
Ge 3.807 -1.186 -0.765 -0.090
Cl 3.511 -2.376 -2.768 -0.350
Cl -3.937 -6.247 -3.561 0.597
Cl 5.755 -0.065 -1.401 -0.283
Cl 4.936 -2.891 0.409 -0.301
S 0.418 2.326 -1.098 0.045
S 0.115 -0.250 1.302 0.123
P 0.620 1.556 0.718 -0.248
O -0.201 2.528 1.766 -0.406
O 2.159 1.897 1.149 -0.397
C -2.398 -3.326 -1.306 -0.038
C -3.948 -3.535 -3.610 -0.135
C -3.513 -4.672 -2.939 -0.687
C -2.772 -2.140 -1.989 -0.352
C 3.907 1.192 2.664 -0.081
C 2.523 1.797 2.526 -0.342
C -0.190 3.936 1.578 -0.371
C -2.329 -0.882 -1.555 -0.070
C -2.754 -4.569 -1.777 -0.120
C -0.507 4.584 2.914 -0.093
C -3.582 -2.292 -3.143 -0.054
H -1.796 -3.238 -0.410 0.117
H -3.909 -1.400 -3.664 0.105
H -2.677 0.015 -2.048 0.049
H -0.545 5.671 2.813 0.064
H -1.469 4.223 3.282 0.069
H -1.857 -0.771 -0.588 -0.028
H 2.510 2.811 2.945 0.104
H 3.891 0.125 2.449 0.064
H 1.786 1.194 3.063 0.075
H 4.594 1.671 1.964 0.076
H -4.561 -3.635 -4.497 0.093
H -0.936 4.204 0.824 0.089
H 0.262 4.327 3.644 0.064
H -2.440 -5.464 -1.257 0.099
H 0.784 4.260 1.202 0.096
H 4.271 1.339 3.684 0.065
```

Properties
2S+1: 2
ΔE to the lowest compared entry with this formula, charge and spin in eV: 0.000
E_LUMO (alpha / beta) in eV: 3.98 / 3.83
<S²>: 0.787
HOMO (alpha / beta) in eV: -1.84 / -2.15
Total charge: -2
Strongest force on any atom in Eh/bohr: 0.0129
Orbital gap (alpha / beta) in eV: 5.82 / 5.98